# C29H39O5PPtSi2

A structure of composition C29H39O5PPtSi2 at a distorted geometry (ωB97M-V with the def2-TZVPD basis set, the OMol25 dataset).

XYZ file:
```
77
Properties=species:S:1:pos:R:3
O -0.33016 3.67973 -0.77625
C -0.24806 -1.93017 -2.72295
O -4.49956 5.96023 -0.59395
H 0.31644 -3.57047 -3.98615
H -3.28546 -0.02377 -0.68265
H 3.70404 1.65713 5.14945
C 2.98914 3.25053 -1.23895
H 4.01704 3.42033 -0.92495
C -2.17206 5.30193 -0.71425
C -2.58606 2.98053 -0.96235
C 2.73104 1.69243 1.38655
H 3.50464 -0.62207 -0.69835
H -2.13826 -1.83147 -3.79655
C 0.28324 -2.44297 0.07845
H -0.63096 0.57443 4.20495
H 4.84094 1.72173 1.03955
Si 2.25234 1.61073 -0.50215
C 1.94334 -3.83317 1.87645
O -4.98006 3.12413 -1.29625
H -1.38356 -0.26447 -3.48055
C -2.99036 -3.38917 -1.24385
H -2.33976 -4.22957 -1.02065
C -1.18986 -1.30187 -3.74605
H -1.91886 0.16923 3.09885
C 1.13084 -1.29287 -2.88945
C -3.55226 -1.01337 -1.04075
C -1.54886 3.96963 -0.80965
C 1.73574 1.68113 2.37245
C -3.63866 5.08583 -0.76225
C -0.84236 0.27423 3.18375
C -3.88786 3.64293 -1.02565
H 1.51474 -1.46387 -3.89785
H 3.55304 0.22123 -2.23685
H 1.34254 1.65783 4.47185
C 2.11004 1.67853 3.70945
H 2.39684 4.10363 -0.93515
C 0.18534 -3.83677 0.23055
H -0.38946 -0.69777 3.02195
H -2.21946 -1.27857 1.36695
O -2.33386 1.74553 -0.99175
Si -0.15026 1.59033 1.90875
H 2.78674 -1.89417 2.30935
H -3.98476 -3.63837 -0.86335
C -2.60956 -2.19237 0.92335
C 4.42284 1.69753 3.12595
H -3.61676 -0.96487 -2.12475
H -4.54076 -1.26407 -0.65275
C 3.43774 1.67683 4.09715
H 0.90294 -5.58687 1.22215
H -0.53366 -4.40927 -0.33215
H 1.06874 -0.21757 -2.70635
H -2.02196 -3.03267 1.29065
H 1.32054 -0.70717 0.74765
C 4.06054 1.71253 1.78995
C 2.06534 -2.45097 1.72605
H -3.64356 -2.32217 1.24905
C -0.95026 3.23013 2.56375
C 3.60924 0.35303 -1.16075
H 2.56214 -4.36787 2.58465
H -0.51506 4.09673 2.07855
C -0.10876 -3.42757 -2.98905
H -2.01326 3.23713 2.33945
H -0.83586 3.34923 3.63955
H 4.60614 0.72053 -0.93975
C 1.00484 -4.51137 1.11865
H 1.83414 -1.70847 -2.17045
Pt -0.07326 1.20633 -0.42295
O -1.59046 6.39133 -0.64615
C -2.54256 -2.07397 -0.60105
H -3.07196 -3.27727 -2.32275
H -1.06626 -3.93847 -2.96285
H 0.56254 -3.88937 -2.26925
H 2.97954 3.21693 -2.32475
H -0.73626 -1.33087 -4.73915
P -0.77726 -1.36607 -0.95825
H 5.46954 1.69393 3.41235
C 1.24354 -1.78217 0.84485
```

The value obtained for the HOMO energy (spin up / spin down) is -0.71 / -0.72 eV. Its charge is -2. The value obtained for the calculated total energy is -2544.39941 hartree.

Atom charges from the Mulliken analysis, given in e for atoms 1 to 2: O -0.65; C 2.21

---

# C29H40AlBrClCsN2O14SSiV

A structure of composition C29H40AlBrClCsN2O14SSiV at a distorted geometry (ωB97M-V with the def2-TZVPD basis set, the OMol25 dataset).

XYZ file:
```
92
Properties=species:S:1:pos:R:3
Cl -8.22454 1.65752 1.73088
C -1.35661 -3.06551 8.27896
H -6.61172 -6.71984 0.49615
C -5.96390 -4.73857 1.13631
Si -3.47947 0.95626 0.85499
S -2.68402 3.54205 -0.75317
H -5.38143 2.57524 -0.32518
H -3.03591 -2.61673 9.59821
O -0.24080 -2.53964 8.34443
C -1.85000 4.81399 1.57484
C 8.40813 5.67991 -6.34873
O 3.31974 -4.22071 -2.34297
H -3.76270 2.82991 2.48311
H -3.25898 1.39692 -1.53978
C 1.87351 4.25302 -1.98700
C -6.77787 2.58604 1.26448
O -2.83774 -6.00509 0.54349
H -1.58709 5.86414 1.54390
C 3.63376 -9.10122 -0.66004
C 2.49809 5.58261 -4.58391
C 7.26774 5.13777 -5.77901
C -2.69385 1.73074 -0.67439
H 4.51544 5.60242 -3.84400
H -6.15184 2.71576 2.13877
O 3.12024 -0.53443 0.99933
C 7.49675 7.83537 -5.89396
C 3.30216 4.65786 -2.27907
H -3.65351 1.27495 3.23854
H -2.93070 4.78025 1.56646
H 3.55881 -10.11147 -2.53865
H -1.68910 1.32999 -0.77484
V 3.08562 -4.52868 -0.72014
O 4.17483 4.43937 -1.46899
H 9.39657 7.52142 -6.84514
H -0.14907 4.36522 -2.65993
H 7.54426 8.91483 -5.92008
H -5.69081 0.31312 1.61950
O 2.83568 6.05901 -5.64264
O 0.16895 5.55813 -5.01077
O 4.58600 -8.43300 -0.99034
H -6.86040 -5.44487 -0.71133
H 3.06358 -9.91261 1.24430
O -2.00812 -3.53027 7.33286
H -2.30176 -4.21086 9.87682
Cs -0.85284 -2.18782 3.33308
C -1.82286 -1.62129 1.21695
C -6.04772 1.85790 0.15564
H -2.18697 2.05177 2.72154
N 3.89203 -0.23706 1.89756
H 1.97230 -9.86129 -1.78763
H 7.13662 4.06308 -5.71698
Al -1.00835 -5.68230 -0.46797
C -4.03615 -5.70688 0.56598
C 8.52206 7.05888 -6.40665
H -6.76632 1.53272 -0.58722
C 1.05326 5.27163 -4.23809
H 9.18528 5.03689 -6.73708
O -4.86428 -6.04657 -0.39180
H -6.00086 -3.70490 0.70361
H -1.50724 4.32402 2.47747
C -5.29781 0.60067 0.64889
H -1.48647 -2.74355 10.45712
C 3.01694 -10.11359 -1.59636
C -2.09848 -3.16359 9.66642
H 3.54424 -8.20642 1.28022
O 1.55675 3.64707 -0.98132
C -2.54930 -0.68477 1.09251
H -0.67009 3.24659 0.58029
H 5.67900 -0.13997 0.81835
H -0.90494 -2.19602 1.26476
H 1.96304 -8.66238 0.61848
C 6.40034 7.19318 -5.34248
C -3.22554 1.89129 2.44683
O 3.71949 -0.49195 3.07109
C -6.21389 -5.79024 0.08891
H 3.07177 -11.11093 -1.15827
H 4.82793 1.41879 1.03224
H 5.70934 0.68416 2.40642
H -0.70228 4.77235 -0.23194
C 5.13211 0.49245 1.51057
H -5.41754 -0.22865 -0.03641
O -4.59463 -5.06319 1.55021
H 5.57556 7.76444 -4.92819
C 3.00892 -8.96296 0.71098
O 2.71656 -4.75591 0.91601
H -6.64551 -4.78885 1.97562
C 3.50584 5.29387 -3.56418
C 0.86387 4.62632 -2.95941
H -7.06800 3.57227 0.92620
C -1.31524 4.07683 0.32163
N 6.27316 5.86892 -5.27911
Br -7.71093 -2.45541 0.38320
```

The value obtained for the HOMO energy is -9.79 eV. Its charge is +1. The value obtained for the calculated total energy is -7219.47108 hartree.

Atom charges from the Mulliken analysis, given in e for atoms 1 to 2: Cl -0.18; C 0.72

---

# C29H40IKN6O3

A structure of composition C29H40IKN6O3 at a distorted geometry (ωB97M-V with the def2-TZVPD basis set, the OMol25 dataset).

XYZ file:
```
80
Properties=species:S:1:pos:R:3
C 2.65973 0.19013 0.22387
H 3.69883 4.99273 -3.29573
H -4.23777 1.87393 -1.13053
N 0.57653 2.34253 -1.27993
C 2.80293 1.57363 -1.72473
O -0.01377 -2.49517 -1.00303
H -0.31017 0.42273 4.28687
H 1.46373 -3.69507 -0.40173
H -3.00327 2.66433 -3.06693
H -3.44697 0.28863 -1.11263
C 1.02393 -3.99527 2.14767
H -3.31987 1.34653 0.30227
H -4.30267 -2.55927 -2.42233
H -1.40517 -4.02627 -3.89913
H 5.43013 3.22643 -3.10123
H -2.44537 0.98003 -3.19133
H -0.46737 -2.57257 -3.84843
C 2.25223 -4.72467 1.68237
H -2.14277 -2.25617 3.52837
C 0.06743 1.43123 2.56247
K -0.20657 -0.01937 -0.98083
O -0.16297 0.49703 1.81647
H 2.01263 -5.44857 0.90417
C 4.07443 1.82273 -2.21203
H -0.13867 -4.31677 5.94727
C -0.44157 -3.46437 4.00777
H 4.82423 1.04413 -2.17333
H -1.26257 2.30113 -3.18053
H 1.42703 4.57543 -2.48743
C 0.20053 -3.24197 1.27437
H 2.68593 -5.26917 2.51757
N -0.14817 1.34233 3.91387
H 2.44093 -1.72837 -1.69873
N -2.11257 1.84933 -1.32553
C -2.47967 3.97603 -0.13583
C 3.02323 -0.83027 -1.90763
H -3.53887 3.77453 -0.06673
H 3.73563 0.14413 0.47097
O -2.12737 -1.30957 -2.49593
C -3.34827 1.32333 -0.78503
H 2.99673 -0.63697 -2.97853
C 1.82073 2.60013 -1.74543
C 3.45653 4.04023 -2.84413
H 1.30933 -4.67987 4.13927
C 0.68283 -4.09077 3.48387
H -1.44057 -1.12477 0.35697
C -0.23917 3.31563 -0.81523
H 0.49113 2.79493 1.12887
C -0.96507 -2.62737 1.79597
C -3.45557 -3.24087 -2.45173
H 3.00733 -4.03957 1.29747
C -1.25057 -2.73467 3.14487
C -1.64037 3.06013 -0.74233
H 0.25833 2.01863 4.53577
H 4.06673 -1.02707 -1.61313
N -1.33867 -3.04807 -3.67933
C -2.00597 5.17603 0.37767
C -2.23097 -2.45357 -2.88463
H -0.69627 -2.64057 5.96147
N 2.43023 0.28923 -1.20453
C -1.93427 -1.91067 0.91777
C -2.20937 1.95683 -2.77223
C 0.21353 4.53283 -0.24913
N 0.56233 2.61263 2.12317
H 2.17213 -0.70197 0.62257
H 2.23053 1.05823 0.71397
C 4.42283 3.05103 -2.75123
C -0.79257 -3.60057 5.45607
H -2.36447 -2.60187 0.19417
C -0.65007 5.44573 0.31627
H -3.28147 -3.61387 -1.44363
H 0.53763 3.42923 2.70687
H -2.69207 5.89423 0.80157
H 1.27613 4.73223 -0.23323
H -0.26317 6.37563 0.71207
C 2.18683 3.81603 -2.36423
I -4.02057 -4.93887 -3.63703
C 0.56123 -3.12637 -0.11633
H -2.72457 -1.46217 1.51387
H -1.82477 -3.92907 5.56657
```

The value obtained for the HOMO energy is -5.48 eV. The calculation puts the energy relative to the best compared isomer or geometry (same formula, charge and spin) at 3.6 kcal/mol. The value obtained for the calculated total energy is -2581.02337 hartree.

Atom charges from the Mulliken analysis, given in e for atoms 1 to 2: C -0.99; H 0.39